(1)
Here is a structure of composition C63H53CaO2P2STe at a distorted geometry from the OMol25 dataset. Energies are from ωB97M-V with the def2-TZVPD basis set.

The geometry in XYZ format:
```
123
Properties=species:S:1:pos:R:3:mulliken_charge:R:1
Ca 1.410 0.918 0.976 1.373
O -0.128 2.046 -0.196 -0.908
S -0.915 0.864 -0.817 2.521
C -2.623 1.216 -0.422 0.051
C -3.563 0.902 -1.368 -0.213
C -4.915 1.300 -1.274 -1.347
C -5.263 2.094 -0.226 0.129
C -6.570 2.769 0.108 -0.808
C -6.348 3.395 1.508 -0.696
C -4.919 3.056 1.858 0.133
C -4.213 3.269 3.002 -1.274
C -2.940 2.673 3.103 0.236
C -2.328 1.974 2.085 0.782
P -0.973 0.832 2.568 1.231
C -1.934 -0.291 3.642 0.395
C -1.966 -0.251 5.031 -0.189
C -2.798 -1.111 5.737 -0.738
C -3.614 -2.007 5.063 -0.689
C -3.598 -2.041 3.675 -0.752
C -2.758 -1.194 2.970 -0.214
C 0.126 1.778 3.704 0.504
C 0.947 1.050 4.570 -0.677
C 1.793 1.703 5.448 -0.946
C 1.853 3.092 5.452 -0.582
C 1.084 3.820 4.561 -0.722
C 0.219 3.167 3.690 -0.921
C -3.002 1.854 0.821 -2.290
C -4.321 2.342 0.799 1.278
C -0.754 1.107 -2.568 -0.003
C -1.564 2.064 -3.137 -0.257
C -1.661 2.269 -4.525 -1.589
C -0.937 1.445 -5.331 0.444
C -0.872 1.363 -6.834 -0.860
C 0.251 0.339 -7.129 -0.749
C 0.731 -0.102 -5.768 -0.008
C 1.775 -0.903 -5.419 -1.262
C 2.073 -1.021 -4.050 -0.012
C 1.328 -0.459 -3.030 0.278
P 2.118 -0.460 -1.378 1.037
C 3.513 0.687 -1.692 1.545
C 4.858 0.347 -1.615 -0.954
C 5.832 1.313 -1.830 -0.643
C 5.473 2.620 -2.125 -0.605
C 4.130 2.966 -2.202 -0.766
C 3.156 2.006 -1.981 -0.800
C 2.882 -2.069 -1.023 0.621
C 3.662 -2.092 0.137 -1.078
C 4.213 -3.284 0.583 -0.846
C 3.978 -4.464 -0.109 -0.758
C 3.187 -4.448 -1.249 -0.566
C 2.639 -3.257 -1.703 -0.553
C 0.178 0.343 -3.374 -1.058
C -0.025 0.529 -4.757 0.949
H -3.250 0.372 -2.259 0.735
H -5.611 1.019 -2.054 0.552
H -7.401 2.063 0.096 0.325
H -6.796 3.534 -0.636 0.263
H -7.030 2.981 2.251 0.300
H -6.506 4.474 1.500 0.338
H -4.630 3.798 3.850 0.503
H -2.446 2.709 4.067 0.515
H -1.352 0.452 5.577 0.395
H -2.810 -1.073 6.818 0.460
H -4.263 -2.673 5.617 0.417
H -4.238 -2.733 3.140 0.471
H -2.748 -1.234 1.886 -0.123
H 0.931 -0.034 4.559 0.583
H 2.417 1.128 6.119 0.439
H 2.517 3.603 6.138 0.423
H 1.148 4.900 4.540 0.443
H -0.386 3.746 3.004 0.518
H -2.187 2.664 -2.487 0.835
H -2.319 3.034 -4.915 0.493
H -0.668 2.340 -7.273 0.351
H -1.832 1.033 -7.235 0.298
H 1.069 0.783 -7.697 0.307
H -0.113 -0.508 -7.711 0.324
H 2.410 -1.380 -6.154 0.504
H 2.986 -1.538 -3.785 0.628
H 5.158 -0.668 -1.385 0.419
H 6.877 1.040 -1.766 0.461
H 6.237 3.368 -2.289 0.401
H 3.840 3.985 -2.424 0.472
H 2.109 2.292 -2.035 0.262
H 3.851 -1.181 0.703 0.612
H 4.820 -3.286 1.479 0.490
H 4.401 -5.395 0.244 0.420
H 2.988 -5.368 -1.783 0.469
H 1.987 -3.275 -2.565 0.338
Te -0.555 -2.757 0.105 0.351
C -0.842 -4.754 0.654 0.273
C -1.434 -5.052 1.878 -0.282
C -1.618 -6.378 2.251 -0.633
C -1.213 -7.399 1.405 -0.482
C -0.617 -7.102 0.188 -0.685
C -0.425 -5.781 -0.189 -0.407
C -2.219 -2.573 -1.170 0.005
C -2.010 -2.325 -2.525 -0.174
C -3.090 -2.233 -3.396 -0.694
C -4.382 -2.404 -2.918 -0.651
C -4.595 -2.653 -1.569 -0.743
C -3.519 -2.727 -0.695 -0.308
H -1.745 -4.253 2.541 0.383
H -2.076 -6.610 3.204 0.425
H -1.358 -8.431 1.697 0.386
H -0.297 -7.901 -0.469 0.399
H 0.049 -5.547 -1.133 0.378
H -1.000 -2.226 -2.905 0.549
H -2.917 -2.050 -4.449 0.487
H -5.223 -2.353 -3.598 0.410
H -5.601 -2.791 -1.194 0.471
H -3.692 -2.930 0.356 0.496
C 3.519 3.231 1.656 -1.499
C 3.874 1.981 2.470 1.586
C 5.358 1.673 2.339 -1.474
O 3.102 0.891 2.055 -0.952
H 4.020 4.102 2.088 0.541
H 2.445 3.456 1.671 0.313
H 3.852 3.122 0.619 0.058
H 3.659 2.199 3.527 -0.362
H 5.581 1.376 1.310 0.197
H 5.639 0.850 2.998 0.381
H 5.983 2.536 2.587 0.441
```

As for the LUMO energy: -2.518 eV. As for the orbital gap: 7.4 eV. The net charge is +1. Its HOMO energy is -9.9 eV.

---

(2)
Here is the molecule CH3NO at a distorted geometry from the OMol25 dataset. Energies are from ωB97M-V with the def2-TZVPD basis set.

The geometry in XYZ format:
```
6
Properties=species:S:1:pos:R:3:nbo_charge:R:1
C 0.193 0.363 -0.043 0.545
H -1.304 -1.066 -0.183 0.384
H -1.784 0.333 0.455 0.382
H 0.132 1.452 -0.135 0.088
N -1.098 -0.127 -0.031 -0.845
O 1.185 -0.251 0.042 -0.554
```

The SMILES is NC=O. As for the LUMO energy: 1.060 eV. As for the orbital gap: 11.4 eV. The net charge is 0. Its HOMO energy is -10.3 eV.

---

(3)
Here is a structure of composition C33H32N5NdP2S at a distorted geometry from the OMol25 dataset. Energies are from ωB97M-V with the def2-TZVPD basis set.

The geometry in XYZ format:
```
74
Properties=species:S:1:pos:R:3:mulliken_spin:R:1
Nd -0.391 -0.244 -0.382 3.044
C -0.347 -1.904 4.015 -0.001
C -0.833 -1.448 2.682 -0.004
N -0.090 -0.687 1.928 -0.003
N 1.118 -0.277 2.374 -0.002
C 2.136 -0.303 1.563 -0.002
N 3.274 0.326 1.913 -0.001
S 2.170 -1.181 0.038 -0.016
C -2.123 -1.839 2.093 0.002
C -3.032 -2.668 2.758 0.000
C -4.231 -3.011 2.157 0.000
C -4.525 -2.492 0.904 0.000
C -3.572 -1.697 0.290 -0.001
N -2.394 -1.381 0.838 -0.004
H 0.612 -2.414 3.895 0.000
H -1.036 -2.560 4.533 0.000
H -0.147 -1.034 4.643 0.000
H 3.340 0.695 2.850 0.000
H 4.134 -0.009 1.502 0.000
H -2.796 -3.052 3.736 0.000
H -4.926 -3.669 2.656 0.000
H -5.456 -2.707 0.406 0.000
H -3.761 -1.283 -0.698 -0.001
C -2.791 1.268 -2.986 0.001
N -1.524 1.975 -2.728 0.003
P -0.223 0.839 -3.122 -0.006
C -0.512 0.735 -4.904 -0.002
C -0.758 1.914 -5.610 0.000
C -0.983 1.859 -6.972 0.000
C -0.986 0.634 -7.625 0.000
C -0.754 -0.537 -6.921 0.000
C -0.509 -0.493 -5.558 0.000
C 1.330 1.797 -2.968 -0.012
C 1.990 2.395 -4.040 0.001
C 3.242 2.962 -3.857 0.000
C 3.846 2.951 -2.611 0.000
C 3.198 2.360 -1.537 0.001
C 1.967 1.762 -1.724 -0.006
P -1.488 2.374 -1.032 0.003
C -0.152 3.598 -0.896 -0.001
C 0.617 3.545 0.268 -0.001
C 1.562 4.526 0.508 0.000
C 1.735 5.558 -0.405 0.000
C 0.995 5.588 -1.578 0.000
C 0.048 4.611 -1.828 0.000
C -2.936 3.460 -0.871 -0.002
C -3.608 3.476 0.347 -0.001
C -4.668 4.345 0.537 0.000
C -5.067 5.184 -0.492 0.000
C -4.404 5.160 -1.711 0.000
C -3.334 4.306 -1.905 -0.001
H -2.850 0.974 -4.035 0.000
H -3.636 1.922 -2.762 0.000
H -2.890 0.353 -2.359 -0.001
H -0.774 2.858 -5.084 0.000
H -1.150 2.771 -7.524 0.000
H -1.172 0.596 -8.687 0.000
H -0.760 -1.484 -7.436 0.000
H -0.309 -1.400 -5.002 0.000
H 1.551 2.388 -5.027 0.000
H 3.765 3.396 -4.696 0.000
H 4.829 3.373 -2.482 0.000
H 3.654 2.341 -0.558 0.000
H 1.484 1.248 -0.872 0.016
H 0.461 2.722 0.979 -0.001
H 2.160 4.495 1.406 0.000
H 2.444 6.346 -0.196 0.000
H 1.144 6.383 -2.292 0.000
H -0.527 4.627 -2.741 0.000
H -3.291 2.807 1.140 0.000
H -5.187 4.366 1.482 0.000
H -5.893 5.862 -0.343 0.000
H -4.721 5.808 -2.514 0.000
H -2.822 4.284 -2.856 0.000
```

The spin multiplicity is 4. As for the LUMO energy (spin up / spin down): -6.693 / -6.597 eV. As for the orbital gap (spin up / spin down): 7.0 / 7.1 eV. The net charge is +2. Its HOMO energy (spin up / spin down) is -13.7 / -13.7 eV.

---

Relative energy (zero: lowest compared OMol25 entry of this formula, charge and spin) values, unit kcal per mole, following the record order: 9.8; 7.9; 0.5.
Electronic energy values, unit Ha, following the record order: -4609.4105; -169.8950; -3192.3646.